This record from the OMol25 dataset describes 3 unconnected molecules or ions with the total composition C3H4Cl2O2S. The level of theory is ωB97M-V with the def2-TZVPD basis set.

Bonds (Å) are listed after each position.
Geometry (Å):
1 H 3.55557 -0.63305 0.20595  C12 0.974
2 O -1.94294 1.99248 2.04625  S9 1.462
3 Cl 0.07732 0.75420 0.67939  C10 1.731
4 Cl -2.95737 0.77304 -0.94693  H11 1.301
5 H 1.28663 -1.99896 -1.29657  C7 1.132
6 O -2.60271 -0.36141 2.49751  S9 1.447
7 C 1.72973 -0.95914 -1.23353  H5 1.132, H8 1.128, C10 1.506, C12 1.520
8 H 1.82673 -0.58914 -2.29522  C7 1.128
9 S -3.00246 0.99921 2.21170  O2 1.462, O6 1.447
10 C 1.36524 -0.18590 0.00600  Cl3 1.731, C7 1.506, C12 1.316
11 H -1.96676 0.74485 -1.79007  Cl4 1.301
12 C 2.63103 -0.53619 -0.08447  H1 0.974, C7 1.520, C10 1.316

The value obtained for the orbital gap is 8.0 eV. Its HOMO energy is -0.3407 Eh. The total energy comes out at -1585.63206 a.u. Its LUMO energy is -1.23 eV. The relative energy (zero: lowest compared OMol25 entry of this formula, charge and spin) comes out at 2.829 eV. The charge is 0. The largest force on an atom is 0.131 Eh/bohr. The multiplicity is 1.